[1]
# C31H36BNO2

The molecule C31H36BNO2 (the ωB97M-V functional and the def2-TZVPD basis, the OMol25 dataset).

Output
Electronic energy = -1432.87355 Ha
Energy relative to the best compared isomer or geometry (same formula, charge and spin) = 46.4 kJ/mol
Gap between HOMO and LUMO = 0.2554 Eh

Last column: Mulliken charge in e.
Atoms and positions in Å:
C -2.5066 -1.8602 0.7344  -1.786
C -1.4244 -2.9591 0.9644  1.457
C -1.9731 -4.2659 0.3635  -1.867
O -0.3048 -2.6155 0.1591  -0.544
B 0.5369 -1.8732 1.0833  1.334
C 2.0374 -2.6553 1.2252  0.384
C 2.7506 -2.5644 2.4191  -0.515
C 3.9168 -3.3424 2.5753  -0.735
C 4.3840 -4.1614 1.5367  -0.462
C 3.6480 -4.2285 0.3375  -0.879
C 2.4447 -3.4965 0.1867  -0.244
C 0.5577 -0.3076 0.3127  1.227
C 1.1144 -0.3778 -1.0577  -0.915
C 0.5194 0.9881 0.8903  -1.608
O -0.0014 -1.9280 2.4502  -0.747
C -0.9106 -3.0197 2.4205  2.004
C -1.9706 -2.8300 3.4965  -1.885
C -0.1694 -4.3368 2.6852  -2.008
H -3.4603 -2.1719 1.2088  0.429
H -2.1817 -0.8972 1.1855  0.059
H -2.7006 -1.6955 -0.3525  0.381
H -2.8349 -4.6107 0.9595  0.308
H -2.2987 -4.0954 -0.6873  0.421
H -1.1662 -5.0212 0.3873  0.396
H 2.4082 -1.9163 3.2356  0.352
H 4.4613 -3.2737 3.5123  0.384
H 5.3219 -4.7283 1.6495  0.356
H 3.9993 -4.8383 -0.4957  0.359
H 1.8528 -3.5920 -0.7358  0.318
H 1.5258 -1.3588 -1.4947  0.169
H 0.2745 -0.0809 -1.7603  0.183
H 1.8877 0.4143 -1.1116  0.368
H 1.6351 1.3695 1.0026  0.295
H -0.2655 1.0083 1.7299  0.598
H -2.7118 -3.6263 3.4040  0.315
H -1.5206 -2.8895 4.4905  0.488
H -2.4524 -1.8536 3.3796  0.335
H -0.8667 -5.1685 2.7610  0.405
H 0.5460 -4.5874 1.8954  0.288
H 0.3726 -4.3007 3.6292  0.433
C -4.3171 2.2473 -0.1848  -0.891
N -2.9514 2.5252 -0.5442  0.153
C -1.8201 2.1787 0.1786  -1.932
C -0.7109 2.7721 -0.4069  0.397
C 0.6577 2.4749 0.1380  1.055
C 1.6726 2.8809 -0.9638  0.184
C 1.5485 2.4253 -2.2868  0.310
C 2.5376 2.7234 -3.2411  -1.103
C 3.6416 3.4950 -2.8281  -0.557
C 3.7027 4.0536 -1.5458  -0.757
C 2.6818 3.7669 -0.6376  -0.431
C -1.1939 3.5731 -1.5165  0.956
C -0.6541 4.4930 -2.4378  -0.052
C -1.4682 4.9547 -3.4914  -0.771
C -2.8285 4.6444 -3.5646  -0.795
C -3.4138 3.8852 -2.5679  -0.713
C -2.5906 3.3696 -1.5773  -0.320
H -4.9421 2.3707 -1.0738  0.311
H -4.3535 1.2212 0.1658  0.280
H -4.6756 2.9329 0.5934  0.284
H -1.9232 1.5969 1.0914  0.493
H 0.7409 3.2494 0.9385  0.494
H 0.6527 1.8777 -2.5989  0.399
H 2.4404 2.3340 -4.2457  0.461
H 4.4168 3.7249 -3.5553  0.389
H 4.5065 4.7175 -1.2467  0.423
H 2.6647 4.2566 0.3533  0.351
H 0.3969 4.8250 -2.3445  0.447
H -1.0268 5.5650 -4.2615  0.410
H -3.4328 5.0147 -4.3851  0.387
H -4.4337 3.5985 -2.5288  0.287

Cartesian forces (eV/Å) of the 6 atoms listed first:
-0.18 0.05 0.36
-1.62 -0.17 -1.80
0.10 -0.04 0.34
-0.13 -0.10 0.89
1.06 0.12 0.38
-1.16 1.60 -0.96

***

[2]
# C7H19N3

A cluster of 2 separate species, C7H19N3 in total (the ωB97M-V functional and the def2-TZVPD basis, the OMol25 dataset).

Output
Electronic energy = -441.74683 Ha
Energy relative to the best compared isomer or geometry (same formula, charge and spin) = 0.0 kJ/mol
Charge = +2
Gap between HOMO and LUMO = 0.4102 Eh

Last column: Mulliken charge in e.
Atoms and positions in Å:
C 3.3002 0.3985 0.3645  0.364
C -1.3052 -0.3227 1.9408  -1.197
C -1.2497 2.3290 -0.7372  -1.262
C -2.3735 -1.8487 -0.9305  -0.856
C -0.3019 0.1204 0.9925  -0.618
C -1.0357 0.9325 -1.0684  0.434
C -0.9056 -1.4457 -0.9715  -0.768
N 3.8026 -0.6073 1.0735  -0.350
N 3.8685 0.9868 -0.6869  -0.315
N -0.6076 -0.1151 -0.4021  0.466
H -2.1061 0.4416 2.0123  0.307
H -1.7557 -1.1934 1.6118  0.229
H -0.7624 -0.3667 2.9407  0.367
H 2.3421 0.8994 0.5044  0.274
H -0.6911 2.6030 0.1340  0.349
H -2.3843 2.6176 -0.5121  0.339
H -2.4378 -2.7629 -1.5501  0.360
H -2.7704 -2.0815 0.0580  0.363
H -2.9302 -1.1291 -1.5384  0.310
H 0.6248 -0.4584 1.1847  0.145
H -0.0745 1.1771 1.1877  0.453
H -1.4303 0.5596 -2.0218  0.418
H -1.0425 2.8351 -1.6597  0.417
H -0.5536 -1.4212 -2.0498  0.397
H -0.3417 -2.2051 -0.4628  0.347
H 4.6276 -1.0721 0.7134  0.246
H 3.6566 -0.8561 2.0445  0.282
H 4.8863 0.7092 -0.8979  0.266
H 3.4377 1.6183 -1.2990  0.236

Cartesian forces (eV/Å) of the 6 atoms listed first:
-0.07 1.26 -0.99
-0.54 2.05 2.62
-1.90 0.18 0.71
0.21 -0.32 -1.29
3.14 -0.39 0.01
-1.31 -3.17 -0.87

***

[3]
# C3H4NO

The ion C3H4NO with charge -1 (the ωB97M-V functional and the def2-TZVPD basis, the OMol25 dataset).

Output
Expectation value of S² = 2.02
Electronic energy = -246.49226 Ha
Energy relative to the best compared isomer or geometry (same formula, charge and spin) = 9.0 kJ/mol
Charge = -1
Gap between HOMO and LUMO (alpha / beta) = 0.2631 / 0.2179 Eh
2S+1 = 3

Last column: Mulliken spin population.
Atoms and positions in Å:
C 1.2226 0.3532 0.1138  0.351
C 1.1915 -0.7666 -0.6045  -0.066
C -0.4106 0.8999 0.3830  0.021
N -1.4301 0.0670 1.0194  0.895
O -2.0073 -0.7001 0.1936  0.716
H 0.3227 -1.4959 -0.6462  0.031
H 1.9889 -1.5327 -0.8173  0.033
H -0.2511 1.8037 0.9913  0.033
H -0.6266 1.3715 -0.6332  -0.013

Cartesian forces (eV/Å) of the 6 atoms listed first:
-2.42 0.18 -0.24
-0.15 -3.15 0.67
3.40 2.17 -0.65
-0.32 -0.62 -1.88
0.19 0.14 0.98
-0.29 1.34 -0.11

***

[4]
# C42H34IN2O6P

A cluster of 3 separate species, C42H34IN2O6P in total (the ωB97M-V functional and the def2-TZVPD basis, the OMol25 dataset).

Output
Electronic energy = -2820.36328 Ha
Charge = +2
Gap between HOMO and LUMO = 0.1977 Eh

Last column: Mulliken charge in e.
Atoms and positions in Å:
C -3.8101 -1.8690 4.3431  -1.144
C -4.4792 -1.7347 2.9643  -0.324
C -5.3716 -0.4812 2.8398  -0.606
C -5.3928 0.1402 1.4457  -0.665
O -4.8495 1.5030 1.3886  -0.436
N -3.6533 1.6246 2.0346  0.482
C -2.5874 0.9241 1.6241  -0.659
C -1.3915 1.0694 2.2801  -0.618
C -1.3002 1.9578 3.3515  0.676
C -0.0190 2.1269 4.0957  0.474
C 0.1453 1.5398 5.3520  -0.907
C 1.3382 1.6871 6.0147  -0.025
N 2.3477 2.3923 5.4768  0.286
P 4.0511 2.7051 6.2501  0.152
O 4.7225 1.3681 5.6754  -0.352
I 3.6139 2.1470 8.5546  0.035
C 2.1993 2.9589 4.2706  -0.430
C 1.0376 2.8481 3.5532  -0.654
C -2.4283 2.6845 3.7256  -0.642
C -3.6090 2.4981 3.0454  -0.462
H -4.2214 -1.1672 5.0690  0.324
H -3.9409 -2.8669 4.7592  0.358
H -2.7310 -1.7129 4.2752  0.217
H -3.7152 -1.7132 2.1849  0.254
H -5.1017 -2.6096 2.7849  0.468
H -5.1064 0.2607 3.5956  0.358
H -6.3981 -0.7683 3.0703  0.455
H -6.4055 0.2790 1.0756  0.348
H -4.8707 -0.4731 0.7091  0.397
H -2.7320 0.2757 0.7717  0.620
H -0.5387 0.4959 1.9438  0.670
H -0.6439 0.9549 5.8053  0.520
H 1.4936 1.2288 6.9807  0.343
H 4.8340 0.6397 6.3043  0.356
H 3.0311 3.5178 3.8590  0.437
H 0.9689 3.3053 2.5753  0.640
H -2.4088 3.3968 4.5385  0.578
H -4.5300 3.0163 3.2755  0.481
C 2.3050 4.6004 -4.1737  -0.533
C 2.3832 3.4320 -4.9234  -0.673
C 2.7778 2.2455 -4.3267  -0.514
C 3.1073 2.2266 -2.9776  0.205
C 3.0430 3.4055 -2.2258  0.415
C 2.6325 4.5887 -2.8278  -0.669
C 3.4135 3.4162 -0.7877  0.524
O 3.3182 4.4168 -0.1043  -0.693
C 3.8906 2.1364 -0.1830  0.116
C 4.2870 2.1320 1.1468  -0.779
C 4.6992 0.9540 1.7475  -0.454
C 4.7244 -0.2290 1.0133  -0.806
C 4.3348 -0.2293 -0.3158  -0.600
C 3.9211 0.9542 -0.9176  0.362
C 3.5076 0.9364 -2.3535  0.690
O 3.4785 -0.1064 -2.9669  -0.678
H 1.9924 5.5233 -4.6433  0.432
H 2.1361 3.4476 -5.9762  0.442
H 2.8368 1.3297 -4.8990  0.531
H 2.5808 5.4932 -2.2379  0.493
H 4.2669 3.0642 1.6973  0.687
H 5.0110 0.9525 2.7853  0.474
H 5.0519 -1.1497 1.4775  0.443
H 4.3501 -1.1401 -0.8989  0.583
C -0.6886 -7.2785 -5.0221  -0.508
C -2.0108 -7.0259 -5.3710  -0.507
C -2.5207 -5.7417 -5.2835  -0.560
C -1.7109 -4.7038 -4.8393  0.199
C -0.3863 -4.9606 -4.4736  0.157
C 0.1221 -6.2496 -4.5734  -0.552
C 0.4953 -3.8758 -3.9608  0.492
O 1.6436 -4.0905 -3.6381  -0.649
C -0.0854 -2.5035 -3.8422  0.004
C 0.7086 -1.4836 -3.3292  -0.488
C 0.1866 -0.2053 -3.2202  -0.069
C -1.1171 0.0615 -3.6285  -1.072
C -1.9083 -0.9537 -4.1380  -0.664
C -1.3963 -2.2414 -4.2400  0.195
C -2.2755 -3.3282 -4.7691  0.641
O -3.4105 -3.0882 -5.1192  -0.653
H -0.2912 -8.2815 -5.1001  0.415
H -2.6428 -7.8335 -5.7149  0.410
H -3.5447 -5.5316 -5.5590  0.479
H 1.1510 -6.4339 -4.2980  0.475
H 1.7224 -1.7026 -3.0280  0.748
H 0.7970 0.5968 -2.8255  0.477
H -1.5124 1.0671 -3.5556  0.505
H -2.9217 -0.7625 -4.4635  0.523

Cartesian forces (eV/Å) of the 6 atoms listed first:
0.09 -0.20 -0.05
-0.06 0.28 0.31
-0.18 -0.30 -0.17
-0.18 -0.32 -0.01
0.01 0.14 0.02
-0.01 -0.09 -0.04

***

[5]
# C4H5NO2S2

The molecule C4H5NO2S2 (the ωB97M-V functional and the def2-TZVPD basis, the OMol25 dataset).

Output
SMILES = O=S1(=O)CC=N[C@@H]1C=S
Electronic energy = -1156.92297 Ha
Energy relative to the best compared isomer or geometry (same formula, charge and spin) = 308.9 kJ/mol
Gap between HOMO and LUMO = 0.3028 Eh

Last column: Mulliken charge in e.
Atoms and positions in Å:
C -1.4749 0.7492 -0.0519  -0.333
C 1.8316 0.9876 -0.3534  -0.483
C -1.5468 -0.7210 -0.1870  -0.642
C 0.7115 0.6184 0.4870  0.291
N -0.4127 1.3249 0.2249  -0.564
O 0.7373 -1.6553 -1.1210  -0.585
O 0.1929 -2.0859 1.2407  -0.625
S 3.3678 0.5999 -0.0142  -0.184
S 0.1675 -1.2410 0.0966  1.072
H -2.2766 1.3511 -0.0754  0.573
H 1.7437 1.5112 -1.2627  0.325
H -2.1625 -1.0632 0.5617  0.389
H -1.8675 -0.8211 -1.1366  0.374
H 0.9887 0.4451 1.5914  0.392

Cartesian forces (eV/Å) of the 6 atoms listed first:
1.67 -1.69 0.70
2.75 -0.68 0.69
2.42 1.82 1.43
1.02 -3.26 1.59
-0.24 2.94 0.80
0.91 -0.69 -1.93